(1)
{
  "formula": "C45H42FIN4O2SSeSn",
  "method": "wB97M-V/def2-TZVPD",
  "elements": ["Sn", "I", "C", "C", "C", "C", "C", "C", "C", "C", "C", "C", "H", "H", "H", "H", "H", "H", "C", "C", "C", "C", "C", "C", "C", "S", "O", "O", "N", "C", "C", "C", "C", "C", "N", "H", "H", "H", "H", "H", "H", "H", "H", "H", "H", "H", "C", "C", "C", "C", "C", "C", "C", "C", "C", "C", "C", "C", "N", "C", "C", "C", "C", "C", "C", "F", "H", "H", "H", "H", "H", "H", "H", "H", "H", "H", "H", "H", "H", "H", "H", "H", "H", "H", "H", "H", "H", "Se", "C", "C", "C", "N", "C", "C", "H", "H", "H", "H"],
  "xyz": [[-0.363, 0.479, -0.134], [2.065, 0.827, 1.773], [0.833, 2.018, 2.927], [1.302, 2.414, 4.145], [0.545, 3.302, 4.939], [-0.649, 3.762, 4.482], [-1.162, 3.344, 3.229], [-2.422, 3.828, 2.793], [-2.934, 3.457, 1.591], [-2.205, 2.569, 0.769], [-0.997, 2.057, 1.154], [-0.426, 2.443, 2.409], [2.262, 2.061, 4.499], [0.931, 3.617, 5.900], [-1.232, 4.463, 5.069], [-2.968, 4.500, 3.445], [-3.900, 3.821, 1.264], [-2.627, 2.280, -0.188], [-2.284, -7.330, -0.931], [-1.776, -6.099, -0.229], [-2.214, -5.768, 1.047], [-1.724, -4.646, 1.703], [-0.796, -3.838, 1.064], [-0.332, -4.160, -0.211], [-0.825, -5.282, -0.846], [-0.189, -2.375, 1.834], [-0.488, -2.469, 3.234], [1.169, -2.217, 1.392], [-1.022, -1.116, 1.177], [-2.420, -1.123, 1.118], [-3.302, -1.802, 1.964], [-4.653, -1.660, 1.713], [-5.094, -0.845, 0.674], [-4.145, -0.179, -0.075], [-2.839, -0.330, 0.147], [-3.085, -7.806, -0.366], [-1.480, -8.058, -1.056], [-2.661, -7.086, -1.926], [-2.949, -6.394, 1.539], [-2.033, -4.415, 2.714], [0.423, -3.539, -0.678], [-0.468, -5.534, -1.839], [-2.927, -2.366, 2.805], [-5.369, -2.182, 2.336], [-6.146, -0.715, 0.464], [-4.407, 0.494, -0.884], [1.704, 3.827, -0.823], [1.739, 2.760, -1.929], [1.938, 3.416, -3.298], [2.816, 1.741, -1.614], [4.142, 2.172, -1.621], [5.183, 1.318, -1.305], [4.911, 0.004, -0.968], [3.604, -0.470, -0.937], [3.364, -1.945, -0.647], [3.805, -2.788, -1.849], [4.082, -2.423, 0.618], [2.548, 0.410, -1.273], [1.233, -0.183, -1.312], [0.898, -0.721, -2.573], [1.670, -0.557, -3.723], [1.348, -1.212, -4.908], [0.246, -2.048, -4.986], [-0.544, -2.226, -3.857], [-0.194, -1.567, -2.710], [-0.978, -1.727, -1.598], [0.909, 4.549, -1.008], [2.653, 4.371, -0.789], [1.542, 3.386, 0.163], [0.773, 2.252, -1.965], [2.854, 4.012, -3.325], [1.097, 4.077, -3.519], [1.993, 2.664, -4.089], [4.359, 3.203, -1.876], [6.206, 1.676, -1.326], [5.729, -0.669, -0.732], [2.299, -2.086, -0.500], [4.877, -2.667, -2.030], [3.272, -2.496, -2.756], [3.613, -3.848, -1.663], [5.168, -2.400, 0.496], [3.791, -3.452, 0.839], [3.824, -1.819, 1.488], [2.549, 0.073, -3.675], [1.977, -1.068, -5.777], [0.004, -2.564, -5.907], [-1.422, -2.861, -3.858], [-1.735, 1.164, -2.423], [-1.714, 3.015, -2.858], [-1.387, 4.042, -1.976], [-1.472, 5.357, -2.406], [-1.860, 5.722, -3.629], [-2.171, 4.729, -4.467], [-2.106, 3.384, -4.143], [-1.076, 3.822, -0.967], [-1.218, 6.166, -1.727], [-2.488, 5.030, -5.461], [-2.361, 2.629, -4.877]],
  "mulliken_charge": [0.696, 0.238, 1.208, -0.761, -0.842, -1.001, 1.158, -1.020, -1.863, -1.292, 1.931, -1.048, 0.462, 0.403, 0.404, 0.377, 0.511, 0.825, -1.474, 1.015, -0.921, -0.476, -0.271, 0.061, -0.986, 0.948, -0.706, -0.158, 0.213, 0.479, -0.817, -0.572, -1.091, -0.265, 0.187, 0.360, 0.329, 0.345, 0.335, 0.466, 0.363, 0.475, 0.741, 0.465, 0.447, 0.445, -1.480, 2.921, -1.636, 1.254, -0.691, -1.368, -0.714, 0.937, 1.901, -1.600, -1.542, -0.852, 0.815, 1.741, -1.011, -1.015, -0.806, -1.033, -0.240, 0.276, 0.333, 0.430, 0.158, -1.778, 0.390, 0.331, 0.324, 0.342, 0.403, 0.300, -1.251, 0.381, 0.276, 0.442, 0.391, 0.431, 0.227, 0.596, 0.450, 0.409, 0.563, 0.063, 0.349, -0.166, -0.574, -0.674, -0.454, -0.734, 0.645, 0.421, 0.387, 0.408],
  "energy_ha": -5521.004065,
  "homo_energy_ev": -7.7
}

(2)
{
  "formula": "C45H43Br2CoN6O2PS2",
  "method": "wB97M-V/def2-TZVPD",
  "elements": ["Co", "C", "O", "C", "C", "C", "Br", "C", "C", "C", "O", "C", "N", "C", "C", "C", "C", "C", "C", "N", "H", "H", "H", "H", "H", "H", "H", "H", "H", "H", "H", "C", "C", "N", "C", "N", "C", "C", "C", "N", "C", "H", "H", "H", "H", "H", "H", "H", "H", "H", "H", "H", "H", "H", "C", "C", "C", "C", "C", "C", "C", "H", "H", "H", "H", "H", "Br", "C", "C", "C", "C", "N", "C", "H", "H", "H", "H", "S", "P", "S", "C", "C", "C", "C", "C", "C", "C", "C", "C", "C", "C", "C", "H", "H", "H", "H", "H", "H", "H", "H", "H", "H"],
  "xyz": [[-0.043, 0.084, 0.358], [0.155, 2.576, 2.280], [-0.590, 2.064, 1.166], [-1.486, 2.931, 0.591], [-1.909, 4.062, 1.255], [-2.761, 4.926, 0.588], [-3.370, 6.486, 1.477], [-3.156, 4.669, -0.693], [-2.747, 3.507, -1.376], [-1.919, 2.600, -0.711], [-1.458, 1.384, -1.137], [-3.294, 3.479, -2.756], [-3.527, 4.620, -3.364], [-4.199, 4.286, -4.516], [-4.691, 5.114, -5.528], [-5.363, 4.518, -6.573], [-5.553, 3.124, -6.615], [-5.068, 2.293, -5.627], [-4.373, 2.900, -4.580], [-3.758, 2.403, -3.450], [0.524, 3.573, 2.037], [0.981, 1.896, 2.442], [-0.467, 2.600, 3.175], [-1.586, 4.280, 2.259], [-3.794, 5.356, -1.225], [-1.295, 1.237, -2.104], [-4.542, 6.185, -5.478], [-5.758, 5.128, -7.377], [-6.090, 2.691, -7.450], [-5.185, 1.220, -5.671], [-3.636, 1.398, -3.309], [-0.289, -4.893, 3.371], [-1.105, -3.830, 2.668], [-0.323, -3.265, 1.582], [1.012, -3.175, 1.573], [1.589, -2.501, 0.582], [3.040, -2.475, 0.420], [3.689, -3.641, 1.135], [3.173, -3.688, 2.557], [1.729, -3.831, 2.518], [1.064, -4.307, 3.726], [-0.150, -5.758, 2.718], [-0.804, -5.222, 4.274], [-1.389, -3.048, 3.377], [-2.016, -4.250, 2.241], [-0.753, -2.621, 0.924], [3.434, -1.527, 0.792], [3.247, -2.496, -0.649], [4.773, -3.524, 1.118], [3.443, -4.581, 0.635], [3.455, -2.780, 3.103], [3.571, -4.547, 3.100], [0.954, -3.486, 4.445], [1.710, -5.067, 4.169], [0.719, -1.787, -0.388], [0.146, -2.776, -1.358], [0.754, -4.008, -1.612], [0.209, -4.909, -2.517], [-0.965, -4.606, -3.187], [-1.594, -3.393, -2.935], [-1.048, -2.499, -2.027], [1.678, -4.269, -1.107], [0.716, -5.850, -2.703], [-1.384, -5.300, -3.904], [-2.495, -3.108, -3.460], [-1.556, -1.557, -1.849], [-2.156, -0.950, 5.714], [-0.627, -0.746, 4.594], [0.653, -0.904, 5.160], [1.725, -0.702, 4.239], [1.476, -0.465, 2.921], [0.214, -0.386, 2.372], [-0.830, -0.497, 3.270], [0.800, -1.069, 6.215], [2.754, -0.733, 4.577], [2.294, -0.308, 2.224], [-1.834, -0.398, 2.874], [-3.093, -0.475, -4.541], [-1.180, 0.191, -4.198], [1.551, -0.347, -1.122], [-0.132, -1.066, -5.060], [0.981, -1.620, -4.440], [1.747, -2.583, -5.091], [1.411, -2.989, -6.372], [0.306, -2.427, -7.005], [-0.460, -1.475, -6.352], [-0.842, 1.605, -5.337], [0.393, 2.248, -5.218], [0.690, 3.357, -5.992], [-0.251, 3.854, -6.889], [-1.478, 3.220, -7.016], [-1.765, 2.096, -6.249], [1.252, -1.295, -3.444], [2.600, -3.018, -4.585], [2.004, -3.740, -6.880], [0.039, -2.739, -8.008], [-1.337, -1.054, -6.829], [1.122, 1.873, -4.505], [1.653, 3.844, -5.890], [-0.028, 4.734, -7.479], [-2.221, 3.601, -7.707], [-2.711, 1.581, -6.353]],
  "mulliken_charge": [-0.506, -1.295, -0.360, -0.314, 0.033, -0.704, -0.251, -0.978, 0.981, 0.668, -0.510, 0.447, -0.838, 0.700, -0.776, -0.582, -0.475, -0.924, 0.650, 0.334, 0.666, 0.139, 0.323, 0.579, 0.600, -0.426, 0.441, 0.372, 0.397, 0.463, -0.077, -0.802, -0.300, 0.443, -0.557, 0.771, -0.784, -0.801, -0.540, 0.238, -0.436, 0.323, 0.422, 0.044, 0.450, 0.139, 0.409, 0.503, 0.462, 0.221, 0.106, 0.517, 0.099, 0.438, -0.937, 2.510, -0.240, -0.897, -0.702, -0.516, -0.321, 0.203, 0.377, 0.407, 0.433, 0.381, -0.205, 0.073, -0.812, -0.879, -0.931, 1.327, -1.346, 0.446, 0.453, 0.636, 0.466, -0.744, 0.487, -0.661, 0.238, 0.128, -0.445, -0.541, -0.697, -0.499, 1.029, -0.855, -0.508, -0.554, -0.487, -0.586, 0.000, 0.403, 0.352, 0.393, 0.345, 0.409, 0.398, 0.359, 0.394, 0.580],
  "charge": -1,
  "energy_ha": -9888.228046,
  "s2": 6.029,
  "homo_energy_ev": [-3.0, -4.3],
  "multiplicity": 5
}